Record 1
This record from the Open Molecules 2025 dataset describes a molecular structure, C20H19Cl3CuNOSSeSi. The level of theory is wB97M-V/def2-TZVPD.

HOMO level (alpha / beta) in eV: -3.80 / -3.78
Strongest force on any atom in eV Å⁻¹: 1.05
Relative energy (zero: lowest compared OMol25 entry of this formula, charge and spin) in eV: 1.627
LUMO (alpha / beta) in eV: 2.414 / 0.484

The geometry in ORCA input format:
```
! RIJCOSX wB97M-V def2-TZVPD def2/J DEFGRID3
* xyz -1 2
Cu 1.20916 -0.29404 0.97672
Cl 5.71028 0.30009 6.36843
C 4.93160 0.22981 4.81188
C 3.55117 0.19495 4.73270
C 2.95042 0.12178 3.49088
Cl 1.20985 0.07398 3.40182
C 3.66599 0.07078 2.26448
O 3.12160 -0.01481 1.10962
C 5.07834 0.13536 2.42964
Cl 6.05030 0.11353 0.99586
C 5.70013 0.20177 3.65896
H 2.93876 0.22436 5.62314
H 6.77982 0.22824 3.71107
C -3.19592 -2.89521 -3.31579
Si -1.68907 -3.49716 -2.33579
C -0.67154 -4.75989 -3.31775
C -2.31836 -4.36154 -0.79286
C -0.57072 -1.98042 -2.15162
C -0.14734 -1.36114 -3.32122
C 0.67277 -0.23846 -3.31194
C 1.06167 0.26259 -2.08597
N 0.68718 -0.30431 -0.94535
C -0.10128 -1.41077 -0.93717
S -0.37245 -1.97261 0.66815
H -3.89344 -3.70906 -3.53144
H -2.91782 -2.42905 -4.26380
H -3.72830 -2.14608 -2.72538
H -1.24681 -5.66391 -3.53589
H 0.19724 -5.05174 -2.72365
H -0.30283 -4.35762 -4.26405
H -2.96215 -5.20791 -1.05772
H -2.88305 -3.67450 -0.16391
H -1.48824 -4.72645 -0.19094
H -0.46422 -1.76793 -4.27887
H 0.99817 0.22977 -4.23164
H 1.69125 1.14035 -1.99405
Se -0.39854 2.36160 1.01801
C -1.61513 3.81443 0.97227
C -1.94450 4.41579 -0.24533
C -2.80070 5.50370 -0.27988
C -3.33934 6.00502 0.89842
C -3.02662 5.40472 2.11131
C -2.17400 4.31387 2.15136
H -1.52011 4.01841 -1.15806
H -3.04821 5.96556 -1.22788
H -4.00014 6.86241 0.87064
H -3.45308 5.79144 3.02895
H -1.93177 3.84029 3.09365
*
```



Record 2
This record from the Open Molecules 2025 dataset describes a single C20H19ClN2O4S molecule. The level of theory is wB97M-V/def2-TZVPD.

HOMO level in eV: -8.54
SMILES: C=Cc1ccsc1Cn1ccnc1CCc1c(Cl)c(O)cc(O)c1C(=O)OC
Strongest force on any atom in eV Å⁻¹: 4.75
Relative energy (zero: lowest compared OMol25 entry of this formula, charge and spin) in eV: 1.444
LUMO in eV: 0.392

The geometry in ORCA input format:
```
! RIJCOSX wB97M-V def2-TZVPD def2/J DEFGRID3
* xyz 0 1
C -0.04197 3.31744 -5.87443
C -0.27594 2.66490 -4.64285
C -0.49544 1.21824 -4.59129
C -0.88364 0.39226 -5.73344
C -1.02341 -0.93177 -5.32414
S -0.87448 -1.17488 -3.58802
C -0.43894 0.51798 -3.40813
C -0.20026 1.02688 -2.01936
N -1.41405 0.78236 -1.21798
C -2.65536 1.27912 -1.52258
C -3.43539 1.05080 -0.42232
N -2.69897 0.40325 0.54422
C -1.50526 0.18756 0.03921
C -0.47343 -0.63948 0.71440
C 0.39980 0.22647 1.59951
C 1.48182 -0.64951 2.24283
C 2.61637 -0.96763 1.45027
Cl 2.81684 -0.21882 -0.13141
C 3.60145 -1.81366 1.93214
O 4.60671 -2.21948 1.10670
C 3.56185 -2.21143 3.28804
C 2.45490 -1.92545 4.06556
O 2.50797 -2.38495 5.35849
C 1.34332 -1.17157 3.53198
C 0.15567 -0.90612 4.40997
O 0.35390 -0.82564 5.62041
O -1.08608 -0.97129 3.84252
C -2.15971 -0.59250 4.72002
H 0.08604 4.39727 -5.95895
H 0.02037 2.79861 -6.76933
H -0.33043 3.29665 -3.75413
H -1.03373 0.76640 -6.70956
H -1.27319 -1.76871 -5.96976
H 0.63635 0.49397 -1.58394
H 0.02171 2.11811 -1.94276
H -2.94938 1.89283 -2.36117
H -4.42363 1.46320 -0.32423
H -0.96373 -1.40777 1.31188
H 0.11206 -1.16546 -0.03267
H 0.90483 0.99345 1.02580
H -0.17287 0.75384 2.36967
H 4.48572 -1.82080 0.23056
H 4.30902 -2.83751 3.70834
H 1.79016 -1.95557 5.85965
H -3.12047 -0.52936 4.20369
H -1.99953 0.36533 5.19040
H -2.33759 -1.31758 5.51616
*
```



Record 3
This record from the Open Molecules 2025 dataset describes a single C20H19FN2O4 molecule. The level of theory is wB97M-V/def2-TZVPD.

HOMO level in eV: -8.68
SMILES: CC(=O)N/C(=C\c1ccc(F)cc1)C(=O)N[C@H](Cc1ccccc1)C(=O)O
Strongest force on any atom in eV Å⁻¹: 0.84
Relative energy (zero: lowest compared OMol25 entry of this formula, charge and spin) in eV: 0.282
LUMO in eV: 0.081

The geometry in ORCA input format:
```
! RIJCOSX wB97M-V def2-TZVPD def2/J DEFGRID3
* xyz 0 1
C 0.83300 2.81680 0.94535
C 0.37968 1.58190 0.20280
O -0.60373 1.56679 -0.51122
N 1.18253 0.50859 0.43130
C 1.21115 -0.78080 -0.13618
C 2.38759 -1.37543 -0.40850
C 3.72151 -0.80652 -0.30855
C 3.99638 0.53141 -0.60578
C 5.28040 1.03256 -0.50259
C 6.29667 0.18886 -0.09220
F 7.54730 0.67766 0.02245
C 6.06468 -1.14673 0.18992
C 4.78099 -1.63786 0.06831
C -0.01380 -1.62980 -0.29550
O 0.09497 -2.83040 -0.50570
N -1.20591 -1.04022 -0.14362
C -2.41085 -1.82749 -0.29119
C -3.54059 -1.20180 0.54443
C -3.73556 0.24691 0.19570
C -3.26047 1.24645 1.03467
C -3.41326 2.57979 0.69900
C -4.03840 2.92949 -0.48429
C -4.51513 1.94033 -1.32750
C -4.36522 0.60814 -0.98894
C -2.13867 -3.24174 0.22756
O -1.87438 -3.50099 1.37041
O -2.39647 -4.16378 -0.70031
H 1.82984 3.11294 0.62425
H 0.85551 2.62130 2.01534
H 0.13752 3.62579 0.74202
H 2.02832 0.70824 0.95290
H 2.32776 -2.41492 -0.70179
H 3.21054 1.17352 -0.97416
H 5.50211 2.06081 -0.74178
H 6.88401 -1.78033 0.49033
H 4.58220 -2.67717 0.28054
H -1.30005 -0.02905 -0.23299
H -2.69860 -1.89465 -1.34890
H -3.27714 -1.30807 1.59834
H -4.45722 -1.76457 0.35669
H -2.76959 0.97562 1.95910
H -3.04071 3.34720 1.36200
H -4.15390 3.96981 -0.75029
H -5.00440 2.20835 -2.25252
H -4.74116 -0.16122 -1.64844
H -2.17946 -5.04572 -0.36048
*
```



Record 4
This record from the Open Molecules 2025 dataset describes a single C20H19N3O8 molecule. The level of theory is wB97M-V/def2-TZVPD.

HOMO level in eV: -8.43
SMILES: COc1cc(/C=C(\NC(=O)c2ccccc2)C(=O)NCC(=O)O)c([N+](=O)[O-])cc1OC
Strongest force on any atom in eV Å⁻¹: 1.64
Relative energy (zero: lowest compared OMol25 entry of this formula, charge and spin) in eV: 0.206
LUMO in eV: -0.371

The geometry in ORCA input format:
```
! RIJCOSX wB97M-V def2-TZVPD def2/J DEFGRID3
* xyz 0 1
C -5.22501 -0.25884 1.71269
O -3.82406 -0.15897 1.86775
C -3.07106 0.65626 1.10315
C -1.70439 0.55700 1.35058
C -0.75549 1.29430 0.66145
C 0.66804 1.15150 0.95198
C 1.37164 0.01524 0.87186
N 0.89676 -1.24929 0.53158
C -0.06454 -1.58362 -0.37720
O -0.73633 -0.77176 -0.98143
C -0.24876 -3.05379 -0.54296
C -1.53457 -3.50863 -0.82332
C -1.77863 -4.85804 -0.99319
C -0.73585 -5.76560 -0.90201
C 0.54986 -5.31822 -0.64629
C 0.79707 -3.96900 -0.46411
C 2.83486 -0.04474 1.19131
O 3.34114 -1.07001 1.61611
N 3.52063 1.09611 0.96848
C 4.95105 1.14055 1.11229
C 5.69586 1.14369 -0.21330
O 6.87357 1.34066 -0.32512
O 4.88717 0.90046 -1.24436
C -1.21860 2.19558 -0.30454
N -0.32470 2.96213 -1.09822
O 0.87815 2.82417 -0.93382
O -0.79925 3.73888 -1.90715
C -2.58369 2.31724 -0.56280
C -3.52310 1.56918 0.11696
O -4.86510 1.66732 -0.11582
C -5.30840 2.53328 -1.13574
H -5.49584 -0.58197 0.70633
H -5.72421 0.68521 1.93672
H -5.53346 -1.01513 2.43410
H -1.39152 -0.14617 2.10625
H 1.18030 2.05690 1.24193
H 1.52006 -1.97855 0.86801
H -2.33080 -2.78348 -0.89961
H -2.78036 -5.20356 -1.20109
H -0.92258 -6.82044 -1.03839
H 1.36568 -6.02360 -0.59067
H 1.81211 -3.63905 -0.29282
H 3.08451 1.81593 0.41034
H 5.25258 0.24232 1.66410
H 5.26239 2.01988 1.68454
H 5.38042 0.90283 -2.07970
H -2.87366 3.01353 -1.33318
H -6.39141 2.42239 -1.15640
H -5.05496 3.57473 -0.91696
H -4.89494 2.25155 -2.10816
*
```



Record 5
This record from the Open Molecules 2025 dataset describes a molecular structure, C20H19N4O. The level of theory is wB97M-V/def2-TZVPD.

HOMO level in eV: -10.91
Strongest force on any atom in eV Å⁻¹: 19.84
Relative energy (zero: lowest compared OMol25 entry of this formula, charge and spin) in eV: 20.264
LUMO in eV: -3.633

The geometry in ORCA input format:
```
! RIJCOSX wB97M-V def2-TZVPD def2/J DEFGRID3
* xyz 1 1
C -2.89174 -1.74204 -1.27877
C -3.33221 -0.61974 -0.55565
C -4.59298 -0.60769 -0.01106
C -5.24521 0.31736 0.70367
C -4.56495 1.35188 0.72979
C -3.38222 1.55053 0.38623
C -2.85792 0.44342 -0.19358
N -1.49271 0.77056 -1.02766
C -0.45452 0.01995 -0.74486
N -0.44250 -1.11929 0.11126
C 0.55269 -1.60335 0.35135
C 0.43251 -2.86016 1.04282
C 1.67550 -3.88960 1.26023
C 2.91724 -3.27108 0.84499
C 3.00676 -2.26552 -0.10660
C 1.81506 -1.47683 -0.10447
C 1.86522 -0.43283 -0.93296
N 0.72756 0.37508 -1.13835
N 3.15875 0.46464 -1.60980
H 3.64422 -0.30201 -1.83989
H 2.67338 1.00018 -2.36395
C 3.66654 1.24898 -0.33224
C 2.84460 2.22734 0.20961
C 2.42731 3.44417 0.01571
C 1.48882 3.92725 0.53208
C 1.39601 2.69220 1.56457
O 2.13484 1.48584 1.20571
H 0.70222 2.65585 2.37861
H 0.90542 4.66070 0.94961
H 2.92982 3.96902 -0.86486
H 4.16842 0.56139 0.20958
H 4.58451 1.65149 -1.08831
H 4.00701 -1.95941 -0.39216
H 3.73412 -4.10796 0.97948
H 1.56024 -4.65573 1.99565
H -0.37955 -3.01039 1.60340
H -1.25903 1.63721 -1.53725
H -2.76103 2.57065 0.71442
H -5.03453 2.40275 1.44105
H -6.40240 0.38152 1.25215
H -5.23982 -1.68353 0.04079
H -3.88481 -2.32992 -1.43897
H -2.52113 -1.41532 -2.21634
H -2.27952 -2.45755 -0.74502
*
```



Which formula does entry 4 have? C20H19N3O8